The following is a DFT calculation (wB97M-V/def2-TZVPD) of a structure of composition C32H24BrF5InN2O5S4.

Results
Gap between HOMO and LUMO = 7.8 eV
Net charge = -1
DFT total energy = -178937.8589 eV
LUMO = 0.0801 Eh

Last column: Löwdin charge in e.
Cartesian coordinates (Å):
1 In 0.162 -0.957 0.373  0.599
2 Br 3.268 1.789 -0.309  0.809
3 S -0.959 -1.666 -5.314  1.031
4 S 2.134 1.343 -3.713  0.968
5 S -0.784 1.399 -4.780  0.937
6 S -2.301 -1.627 0.518  0.744
7 F -4.454 0.486 4.560  0.132
8 F -0.955 -3.227 2.797  0.089
9 F -3.514 -1.437 6.241  0.081
10 F -1.382 -3.002 5.359  0.106
11 F -4.009 0.419 2.009  0.017
12 O 1.906 1.241 2.885  -0.001
13 O 0.843 -2.993 0.234  -0.079
14 O 2.585 -4.405 0.509  0.052
15 O 0.196 -1.015 -1.634  -0.244
16 O 0.386 -0.373 2.380  -0.129
17 N -0.617 1.339 0.397  0.243
18 N 2.656 -0.887 0.417  0.085
19 C -1.052 -3.367 -5.612  -0.394
20 C 2.754 -1.139 -3.387  -0.073
21 C 3.098 -2.185 0.705  -0.119
22 C -3.285 -0.486 2.789  -0.192
23 C -2.843 1.610 -3.224  -0.206
24 C 1.121 0.339 3.172  -0.678
25 C -3.077 -1.369 4.948  -0.123
26 C 5.222 -1.348 1.371  -0.062
27 C -1.857 -2.274 3.126  -0.242
28 C 3.978 -0.433 -3.610  -0.196
29 C -0.995 2.405 0.526  -0.069
30 C -2.020 0.679 -2.572  -0.093
31 C -2.445 -1.426 2.230  -0.581
32 C 2.075 -3.303 0.473  -0.580
33 C 0.255 -0.610 -2.971  -0.551
34 C -1.801 3.548 0.984  -0.584
35 C -3.604 -0.413 4.110  -0.186
36 C -1.549 4.848 0.228  -0.048
37 C -3.270 3.200 0.732  -0.037
38 C 0.136 -3.163 -3.613  -0.100
39 C 3.559 0.034 0.372  -0.691
40 C 1.094 -0.090 4.608  -0.015
41 C -0.133 -1.835 -3.906  -0.485
42 C -2.359 2.019 -4.448  -0.423
43 C -0.784 0.495 -3.286  -0.452
44 C 3.799 0.901 -3.671  -0.459
45 C 4.353 -2.433 1.222  0.001
46 C 4.914 -0.149 0.788  -0.111
47 C 1.663 -0.248 -3.333  -0.463
48 C -1.457 3.719 2.446  -0.031
49 C -2.088 -2.224 4.512  -0.134
50 C -0.378 -4.031 -4.621  -0.186
51 H 1.465 0.673 5.331  0.080
52 H 1.774 -0.995 4.772  0.107
53 H 0.134 -0.426 5.047  0.064
54 H 4.894 -0.961 -3.518  0.090
55 H -2.272 0.186 -1.661  0.053
56 H -1.593 -3.768 -6.441  0.047
57 H 5.627 0.667 0.760  0.091
58 H -3.767 1.926 -2.781  0.090
59 H 4.568 1.689 -3.815  0.074
60 H -2.165 4.359 2.939  0.083
61 H -3.006 2.568 -5.161  0.071
62 H -2.423 5.530 0.539  0.113
63 H 6.170 -1.434 1.928  0.116
64 H -3.610 2.260 1.151  0.065
65 H 0.585 -3.436 -2.664  0.115
66 H -1.456 2.780 2.999  0.096
67 H 2.668 -2.185 -3.194  0.105
68 H -3.987 3.975 1.111  0.104
69 H -3.417 3.191 -0.365  0.088
70 H -0.483 4.193 2.545  0.094
71 H 4.676 -3.458 1.400  0.124
72 H -1.584 4.733 -0.872  0.096
73 H -0.636 5.333 0.543  0.075
74 H -0.342 -5.097 -4.609  0.087

The following is a DFT calculation (wB97M-V/def2-TZVPD) of a cluster of 2 separate species, C7H8F2 in total.

Results
Gap between HOMO and LUMO = 11.0 eV
Net charge = 0
DFT total energy = -12818.2741 eV
LUMO = 0.0340 Eh

Last column: Löwdin charge in e.
Cartesian coordinates (Å):
1 F 1.854 -0.262 -2.104  0.051
2 F 0.470 -2.018 -2.248  0.144
3 C 0.343 -0.795 -0.170  -0.353
4 C 0.710 -0.912 -1.580  -0.413
5 C -0.447 -0.006 -1.138  0.026
6 C 0.183 -1.738 1.005  -0.020
7 C 1.048 -0.448 1.055  -0.070
8 C -1.767 2.402 0.701  0.025
9 C -0.720 2.765 0.211  -0.003
10 H 0.518 0.091 1.783  0.076
11 H 0.232 2.854 -0.202  0.027
12 H 2.142 -0.419 1.088  0.117
13 H 0.577 -2.749 1.025  0.102
14 H -2.649 1.925 1.016  0.021
15 H -0.619 -1.473 1.703  0.101
16 H -1.491 -0.297 -1.160  0.119
17 H -0.382 1.082 -0.983  0.051

The following is a DFT calculation (wB97M-V/def2-TZVPD) of a cluster of 4 separate species, H8O4 in total.

Results
Gap between HOMO and LUMO = 12.3 eV
Net charge = 0
DFT total energy = -8320.4765 eV
LUMO = 0.0324 Eh

Last column: Löwdin charge in e.
Cartesian coordinates (Å):
1 O 0.430 0.690 -1.701  -0.057
2 O 1.138 1.354 1.036  -0.083
3 O -0.774 -1.695 -0.980  -0.069
4 O -0.824 -0.454 1.470  -0.064
5 H 0.476 0.696 1.340  -0.003
6 H -0.774 -0.898 0.597  0.006
7 H -1.636 -1.509 -1.379  0.065
8 H -0.866 -1.106 2.175  0.061
9 H -0.259 -0.977 -1.414  0.018
10 H 0.589 0.975 -0.781  0.016
11 H 1.300 0.876 -2.067  0.060
12 H 1.199 2.047 1.704  0.050

> Among the records above, which one has the highest DFT total energy?

H8O4

> Look up the DFT total energy of the second one.

-12818.2741 eV